{
  "formula": "C10H14BCeIN6",
  "method": "ωB97M-V/def2-TZVPD",
  "molar_mass_da": 496.096,
  "total_charge": 2,
  "e_tot_ev": -41229.3143,
  "species": ["H", "N", "B", "N", "C", "Ce", "H", "C", "H", "C", "H", "C", "H", "H", "H", "N", "N", "N", "N", "C", "C", "H", "H", "C", "C", "C", "C", "H", "H", "H", "H", "H", "I"],
  "xyz": [[-2.956, -0.340, 2.345], [-1.151, -0.622, 1.264], [1.031, -1.561, 0.310], [-0.192, -1.636, 1.278], [-0.493, -2.524, 2.236], [-1.168, 1.319, -0.217], [0.155, -3.374, 2.405], [-1.681, -2.132, 2.852], [-2.190, -2.636, 3.652], [-2.076, -0.952, 2.209], [1.761, -2.497, 0.466], [-1.459, 3.803, -1.139], [-2.256, 4.496, -1.420], [-1.458, 3.024, -1.935], [-0.489, 4.316, -1.112], [1.728, -0.206, 0.635], [0.510, -1.470, -1.150], [1.032, 1.004, 0.511], [-0.383, -0.459, -1.523], [2.962, 0.038, 1.085], [0.811, -2.212, -2.224], [3.646, -0.789, 1.233], [1.514, -3.029, -2.132], [3.111, 1.412, 1.275], [0.091, -1.735, -3.318], [1.891, 1.995, 0.913], [-0.667, -0.658, -2.847], [3.988, 1.919, 1.630], [0.111, -2.120, -4.322], [1.575, 3.032, 0.915], [-1.388, -0.029, -3.349], [-1.753, 3.458, -0.095], [-4.157, 1.166, -0.431]]
}

---

{
  "formula": "C4H8O2",
  "method": "ωB97M-V/def2-TZVPD",
  "molar_mass_da": 88.106,
  "de_lowest_kj_mol": 424.5,
  "e_tot_ev": -8368.8817,
  "species": ["O", "C", "C", "C", "O", "C", "H", "H", "H", "H", "H", "H", "H", "H"],
  "xyz": [[-1.463, 1.036, 1.590], [-0.498, 0.976, 0.577], [0.132, -0.360, 0.354], [-0.610, -1.210, -0.683], [0.319, -0.824, -1.708], [1.208, -0.269, -0.729], [-0.594, 1.629, 1.788], [0.419, 1.695, 1.027], [-0.786, 1.510, -0.331], [0.385, -0.829, 1.310], [-0.575, -2.288, -0.484], [-1.639, -0.917, -0.918], [2.083, -0.905, -0.557], [1.545, 0.743, -0.998]]
}

---

{
  "formula": "C10H18BN2O2",
  "method": "ωB97M-V/def2-TZVPD",
  "molar_mass_da": 209.078,
  "spin_multiplicity": 3,
  "total_charge": 1,
  "e_tot_ev": -18403.5559,
  "species": ["B", "C", "C", "C", "C", "C", "C", "C", "C", "C", "C", "N", "N", "O", "O", "H", "H", "H", "H", "H", "H", "H", "H", "H", "H", "H", "H", "H", "H", "H", "H", "H", "H"],
  "xyz": [[-0.729, 0.826, 0.161], [2.832, 1.774, -2.532], [1.892, 1.613, -1.555], [0.970, 2.919, -2.994], [0.026, -0.950, 1.322], [-1.461, -1.231, 0.718], [0.312, -0.845, 2.826], [1.146, -1.823, 0.706], [-2.513, -1.218, 1.872], [-1.640, -2.433, -0.247], [-1.021, 2.249, -0.366], [2.256, 2.653, -3.414], [0.757, 2.343, -1.838], [0.296, 0.455, 0.888], [-1.732, -0.014, -0.028], [3.658, 1.108, -2.678], [2.029, 1.222, -0.506], [0.342, 3.662, -3.494], [1.061, -0.134, 2.939], [0.688, -1.842, 3.312], [-0.469, -0.476, 3.476], [1.344, -2.744, 1.219], [2.092, -1.332, 0.805], [1.017, -2.091, -0.300], [-3.507, -1.115, 1.563], [-2.280, -0.353, 2.421], [-2.515, -2.238, 2.277], [-0.843, -2.708, -0.905], [-2.410, -2.159, -0.841], [-1.883, -3.393, 0.326], [-0.770, 2.983, 0.402], [-1.570, 2.395, -1.256], [2.625, 2.897, -4.276]]
}

---

{
  "formula": "C29H54FIN4O4S",
  "method": "ωB97M-V/def2-TZVPD",
  "molar_mass_da": 700.744,
  "e_tot_ev": -66748.1006,
  "smiles": "CCN[C@@](I)(CC(N)(N)N)[C@](S)(CC(C)C)O[C@H](F)c1ccccc1.C1CCOC1.C1CCOC1.C1CCOC1",
  "species": ["C", "C", "N", "C", "I", "C", "C", "N", "N", "N", "C", "S", "C", "C", "C", "C", "O", "C", "F", "C", "C", "C", "C", "C", "C", "H", "H", "H", "H", "H", "H", "H", "H", "H", "H", "H", "H", "H", "H", "H", "H", "H", "H", "H", "H", "H", "H", "H", "H", "H", "H", "H", "H", "H", "H", "C", "C", "C", "O", "C", "H", "H", "H", "H", "H", "H", "H", "H", "C", "C", "C", "O", "C", "H", "H", "H", "H", "H", "H", "H", "H", "C", "C", "C", "O", "C", "H", "H", "H", "H", "H", "H", "H", "H"],
  "xyz": [[4.483, 1.783, 4.369], [3.747, 2.126, 2.988], [3.475, 0.955, 2.131], [2.021, 0.638, 1.972], [1.178, 0.415, 3.963], [1.378, 1.716, 1.025], [0.194, 2.599, 1.541], [-0.150, 3.506, 0.381], [-1.065, 1.881, 1.871], [0.492, 3.518, 2.651], [2.028, -0.893, 1.342], [3.341, -1.752, 2.406], [2.464, -0.949, -0.155], [3.041, -2.304, -0.733], [2.394, -3.645, -0.215], [4.643, -2.418, -0.651], [0.816, -1.538, 1.719], [-0.146, -1.663, 0.726], [-0.673, -0.450, 0.220], [-1.367, -2.422, 1.384], [-1.160, -3.133, 2.652], [-2.235, -3.900, 3.309], [-3.558, -3.971, 2.693], [-3.761, -3.243, 1.440], [-2.692, -2.481, 0.776], [3.706, 1.941, 5.172], [5.243, 2.600, 4.553], [4.929, 0.762, 4.388], [2.880, 2.787, 3.229], [4.483, 2.779, 2.425], [3.896, 1.166, 1.226], [2.199, 2.439, 0.745], [1.047, 1.294, 0.030], [-0.427, 2.888, -0.397], [-0.969, 4.051, 0.674], [-1.616, 2.361, 2.582], [-1.656, 1.803, 1.044], [0.095, 3.215, 3.538], [0.262, 4.484, 2.428], [4.567, -1.455, 1.878], [3.301, -0.195, -0.273], [1.687, -0.590, -0.895], [2.841, -2.274, -1.847], [1.939, -3.606, 0.803], [3.149, -4.482, -0.191], [1.608, -3.968, -0.959], [5.003, -2.879, -1.604], [5.054, -1.377, -0.607], [4.949, -3.049, 0.227], [0.136, -2.278, -0.165], [-0.180, -3.144, 3.191], [-2.016, -4.415, 4.278], [-4.338, -4.565, 3.219], [-4.775, -3.258, 0.973], [-2.896, -1.959, -0.190], [-1.492, 2.054, -5.090], [-2.604, 1.199, -4.513], [-2.141, 1.009, -3.079], [-1.396, 2.183, -2.725], [-1.137, 2.945, -3.914], [-1.786, 2.617, -5.976], [-0.637, 1.425, -5.353], [-3.546, 1.754, -4.531], [-2.753, 0.256, -5.040], [-1.472, 0.147, -2.988], [-2.972, 0.880, -2.383], [-1.771, 3.837, -3.885], [-0.093, 3.261, -3.927], [-5.035, -0.727, 4.528], [-5.522, -0.010, 5.773], [-6.975, 0.266, 5.428], [-7.403, -0.793, 4.564], [-6.256, -1.539, 4.137], [-4.149, -1.341, 4.692], [-4.804, 0.003, 3.746], [-5.464, -0.683, 6.635], [-4.960, 0.894, 6.009], [-7.081, 1.210, 4.882], [-7.617, 0.302, 6.310], [-6.271, -2.505, 4.654], [-6.314, -1.718, 3.062], [3.064, -0.149, -7.713], [3.896, 0.268, -6.515], [3.343, 1.649, -6.215], [1.965, 1.640, -6.613], [1.712, 0.455, -7.381], [3.022, -1.228, -7.865], [3.466, 0.308, -8.622], [3.699, -0.405, -5.675], [4.970, 0.271, -6.705], [3.856, 2.419, -6.801], [3.416, 1.910, -5.158], [1.114, -0.225, -6.763], [1.137, 0.713, -8.272]]
}